i:
{"formula": "C7H8N4O", "method": "ωB97M-V/def2-TZVPD", "elements": ["C", "C", "C", "C", "C", "C", "C", "N", "N", "N", "N", "O", "H", "H", "H", "H", "H", "H", "H", "H"], "positions_angstrom": [[2.42244, -0.00049, -0.27071], [-1.10156, 0.38417, 1.71575], [1.59555, 1.28044, -0.50007], [0.90312, -1.16074, 1.05939], [-3.08062, 0.21697, -2.14903], [0.06616, 0.04924, 1.03527], [0.34090, 1.11107, 0.25352], [2.25195, -0.98454, 0.49540], [-1.43799, 1.60170, 1.39580], [-2.21273, -0.61547, -1.85423], [-1.41467, -1.37538, -1.62167], [-0.55727, 2.02795, 0.41914], [3.32386, 0.11178, -0.83445], [-1.59038, -0.20546, 2.51172], [2.24137, 2.11979, -0.36038], [1.31610, 1.42594, -1.62333], [1.16044, -1.46141, 2.13264], [0.36892, -1.92844, 0.65090], [-2.60639, 1.11185, -2.36499], [-4.15073, -0.12474, -2.28274]], "nbo_charge": [0.14, -0.02, -0.53, -0.26, -0.47, -0.19, 0.31, -0.37, -0.13, 0.07, -0.07, -0.27, 0.17, 0.23, 0.25, 0.23, 0.20, 0.22, 0.23, 0.24], "homo_energy_ha": -0.3203, "orbital_gap_ev": 9.5213, "lumo_ev": 0.8, "total_charge": 0, "spin_multiplicity": 1}

ii:
{"formula": "C7H8N4O", "method": "ωB97M-V/def2-TZVPD", "elements": ["N", "C", "C", "C", "C", "C", "C", "C", "N", "N", "N", "O", "H", "H", "H", "H", "H", "H", "H", "H"], "positions_angstrom": [[1.94980, -2.91248, -1.62864], [1.66894, -1.82479, -1.23188], [0.92373, -0.60223, -0.85663], [1.58957, 0.09512, 0.37494], [0.85819, 1.39913, 0.64653], [-0.67781, 1.38242, 0.72385], [-1.38990, 0.07830, 0.23642], [-1.86471, -0.67763, 1.34930], [-2.24447, -1.37134, 2.25828], [-0.55484, -0.81067, -0.62756], [-1.25629, -1.59459, -1.57249], [-2.19710, -1.11067, -2.30079], [1.07340, 0.16753, -1.65970], [2.59105, 0.24660, 0.08655], [1.58377, -0.53857, 1.22828], [1.15391, 1.70694, 1.63974], [1.07391, 2.10826, -0.14805], [-0.96837, 2.26838, 0.10118], [-1.00873, 1.67933, 1.71615], [-2.30406, 0.31097, -0.33549]], "nbo_charge": [-0.24, 0.25, -0.13, -0.38, -0.41, -0.39, -0.20, 0.26, -0.28, -0.30, 0.27, -0.31, 0.23, 0.23, 0.22, 0.23, 0.21, 0.23, 0.24, 0.28], "homo_energy_ha": -0.3688, "smiles": "N#C[C@@H]1CCC[C@H](C#N)N1N=O", "orbital_gap_ev": 9.0813, "lumo_ev": -1.0, "total_charge": 0, "spin_multiplicity": 1}

Ordering by calculated energy gives the sequence i, ii, with the first entry being the most stable.

i:
{"formula": "CH6NO", "method": "ωB97M-V/def2-TZVPD", "elements": ["O", "H", "C", "N", "H", "H", "H", "H", "H"], "positions_angstrom": [[-1.03539, -1.95247, 1.83398], [-1.91831, -2.36288, 1.81844], [0.80930, 1.04659, -0.59445], [-0.27359, 0.14027, -0.34454], [1.44125, 1.16123, 0.28068], [0.43865, 2.06603, -0.81743], [1.36060, 0.79376, -1.50836], [-0.59257, -0.40431, -1.12555], [-0.22993, -0.48823, 0.45722]], "nbo_charge": [-1.37, 0.39, -0.40, -0.89, 0.19, 0.14, 0.15, 0.34, 0.45], "homo_energy_ha": -0.0814, "orbital_gap_ev": 6.4737, "lumo_ev": 4.3, "total_charge": -1, "spin_multiplicity": 1}

ii:
{"formula": "CH6NO", "method": "ωB97M-V/def2-TZVPD", "elements": ["O", "H", "C", "N", "H", "H", "H", "H", "H"], "positions_angstrom": [[-0.19826, 1.90180, -0.89858], [0.67826, 1.48221, -0.84168], [0.43727, -0.98790, 1.09850], [-0.35865, -0.91261, -0.17143], [-0.21508, -0.53490, 1.88554], [1.35959, -0.42858, 0.89756], [0.72200, -2.02920, 1.35950], [0.25602, -0.35647, -0.74866], [-1.15310, -1.02222, -0.79227]], "nbo_charge": [-1.35, 0.36, -0.38, -0.96, 0.18, 0.20, 0.15, 0.38, 0.41], "homo_energy_ha": -0.0705, "orbital_gap_ev": 6.3520, "lumo_ev": 4.4, "total_charge": -1, "spin_multiplicity": 1}

Ordering by calculated energy gives the sequence i, ii, with the first entry being the most stable.

i:
{"formula": "C5H15N3O", "method": "ωB97M-V/def2-TZVPD", "elements": ["H", "N", "C", "C", "N", "C", "C", "H", "H", "H", "H", "H", "H", "H", "H", "H", "C", "N", "O", "H", "H", "H", "H", "H"], "positions_angstrom": [[0.92236, 0.36415, 2.72493], [1.05743, 0.71217, 1.78173], [0.94313, -0.21176, 0.90214], [0.82723, -1.69412, 1.14195], [0.93839, 0.23441, -0.46992], [1.09155, -0.76502, -1.52743], [1.63271, 1.49119, -0.74855], [-0.03080, -2.11617, 0.62153], [1.73128, -2.20538, 0.80803], [0.68820, -1.86798, 2.20813], [0.26484, -1.47167, -1.47512], [1.03232, -0.25543, -2.48824], [2.04205, -1.30077, -1.46412], [1.55292, 2.12021, 0.13260], [2.68489, 1.32040, -0.98648], [1.14905, 1.97638, -1.59859], [-2.64813, 1.20047, 0.13528], [-1.68027, 0.14062, 0.28450], [-2.12727, -1.08275, -0.33234], [-2.27293, 2.03572, 0.72723], [-2.74914, 1.49025, -0.91910], [-3.63158, 0.85779, 0.48889], [-0.59560, 0.46096, -0.19108], [-2.82262, -1.43367, 0.24403]], "nbo_charge": [0.35, -0.71, 0.50, -0.70, -0.49, -0.42, -0.42, 0.25, 0.23, 0.23, 0.23, 0.21, 0.19, 0.25, 0.19, 0.20, -0.43, -0.42, -0.63, 0.21, 0.16, 0.18, 0.40, 0.46], "homo_energy_ha": -0.2806, "smiles": "[H]/N=C(\\C)N(C)C.CNO", "orbital_gap_ev": 8.5128, "lumo_ev": 0.9, "total_charge": 0, "spin_multiplicity": 1}

ii:
{"formula": "C5H15N3O", "method": "ωB97M-V/def2-TZVPD", "elements": ["C", "C", "C", "C", "C", "N", "N", "N", "O", "H", "H", "H", "H", "H", "H", "H", "H", "H", "H", "H", "H", "H", "H", "H"], "positions_angstrom": [[2.13964, -0.29789, -0.42761], [-0.47438, 0.15438, -0.68061], [-2.07656, 0.53652, 0.67568], [0.36748, 0.36304, 0.42779], [3.24887, 0.63935, -0.03133], [-0.61550, -1.11416, -1.22238], [-3.19011, 1.01182, -0.10285], [-2.26905, -0.75028, 1.25667], [2.25946, -1.60857, 0.12872], [2.49067, -1.51028, 1.05999], [2.11344, -0.46229, -1.50544], [-0.54161, 0.96067, -1.40886], [-1.84020, 1.27831, 1.43901], [-0.11446, -1.84420, -0.72259], [-1.08408, -1.16553, -2.11468], [-3.36710, 0.42554, -0.91202], [-3.06859, 1.97194, -0.40296], [-2.32084, -1.46595, 0.53667], [-3.11486, -0.80506, 1.81990], [0.51366, 1.38380, 0.75440], [0.35366, -0.37661, 1.21809], [4.24543, 0.20213, -0.18764], [3.17033, 0.92088, 1.02586], [3.17469, 1.55242, -0.62380]], "nbo_charge": [0.08, -0.01, 0.09, -0.40, -0.67, -0.87, -0.87, -0.88, -0.75, 0.46, 0.17, 0.19, 0.16, 0.42, 0.40, 0.35, 0.36, 0.36, 0.36, 0.21, 0.22, 0.21, 0.20, 0.22], "homo_energy_ha": -0.2276, "orbital_gap_ev": 7.1624, "lumo_ev": 1.0, "total_charge": 0, "spin_multiplicity": 1}

iii:
{"formula": "C5H15N3O", "method": "ωB97M-V/def2-TZVPD", "elements": ["C", "C", "C", "N", "H", "H", "H", "H", "H", "H", "H", "H", "H", "C", "N", "C", "N", "O", "H", "H", "H", "H", "H", "H"], "positions_angstrom": [[1.70753, -0.50491, -1.10600], [-0.09093, 2.10937, 1.68425], [1.91544, -1.80941, -0.34920], [-0.10066, 1.19599, 0.57441], [1.13889, 0.25266, -0.45515], [2.66611, -0.01909, -1.29308], [1.25245, -0.69508, -2.07646], [0.23528, 1.64724, 2.62497], [0.59403, 2.91438, 1.42866], [-1.09141, 2.54587, 1.86085], [2.36247, -1.62264, 0.62730], [2.57588, -2.48435, -0.89374], [0.96712, -2.32529, -0.20511], [-1.54270, 0.61626, -1.74804], [-1.06408, 0.27806, 0.67741], [-1.30796, -0.39231, -0.68183], [-0.89406, -0.82292, 1.77793], [-1.46819, -1.57183, -0.72617], [-1.99203, 0.65540, 0.99204], [0.10927, -0.86684, 1.94022], [-1.15590, -1.70402, 1.33627], [-0.78346, 1.39357, -1.65823], [-2.52127, 1.07733, -1.61129], [-1.51182, 0.13256, -2.72000]], "nbo_charge": [-0.68, -0.43, -0.61, -0.57, 0.27, 0.20, 0.19, 0.17, 0.21, 0.15, 0.19, 0.20, 0.20, -0.75, -0.16, 0.77, -0.71, -0.51, 0.37, 0.36, 0.37, 0.29, 0.25, 0.25], "homo_energy_ha": -0.2825, "orbital_gap_ev": 8.2214, "lumo_ev": 0.5, "total_charge": 0, "spin_multiplicity": 1}

Ordering by calculated energy gives the sequence i, ii, iii, with the first entry being the most stable.

i:
{"formula": "C12H22BIrN2O7P2", "method": "ωB97M-V/def2-TZVPD", "elements": ["Ir", "C", "N", "C", "C", "C", "C", "C", "C", "C", "C", "H", "H", "H", "H", "H", "H", "H", "H", "H", "H", "H", "H", "C", "C", "O", "P", "O", "O", "O", "P", "O", "O", "O", "H", "H", "H", "H", "H", "H", "H", "B", "C", "N", "H", "H", "H"], "positions_angstrom": [[0.15333, 0.29670, 0.55496], [3.04969, -0.04387, -0.10653], [2.10644, 1.01178, 0.35079], [2.60328, 1.57291, 1.63195], [2.05431, 2.07730, -0.69288], [1.10777, 1.62135, -1.74834], [1.16158, 1.98177, -3.07551], [0.14398, 1.56979, -3.93554], [-0.93787, 0.81605, -3.46983], [-1.00414, 0.44123, -2.14692], [0.04721, 0.80882, -1.29032], [4.03663, 0.40162, -0.23703], [2.70387, -0.45531, -1.05255], [3.09647, -0.83714, 0.63120], [3.61082, 1.96864, 1.49274], [2.63752, 0.77848, 2.37619], [1.94018, 2.36624, 1.96587], [3.05672, 2.28403, -1.07022], [1.66458, 2.98349, -0.22357], [1.97458, 2.59224, -3.44678], [0.18413, 1.85304, -4.97881], [-1.73024, 0.53460, -4.14937], [-1.84996, -0.11342, -1.77043], [-2.01851, -4.38883, 1.28314], [-1.35579, -3.02045, 1.37281], [-0.97850, -2.79669, 2.71769], [-2.48083, -1.68851, 0.82689], [-3.75193, -1.72385, 1.72896], [-2.97321, -2.04022, -0.61489], [-1.78766, -0.34173, 0.93173], [0.04467, -2.83497, 0.19835], [1.04184, -4.02584, 0.46776], [-0.48388, -2.73900, -1.18323], [0.81392, -1.58460, 0.74056], [-2.85809, -4.42797, 1.97614], [-1.29517, -5.14845, 1.57527], [-2.37719, -4.59722, 0.27618], [-0.28391, -2.12832, 2.76556], [-4.06314, -0.88169, 2.08824], [-2.20813, -2.38967, -1.14215], [1.10957, -4.66519, -0.25391], [-1.11460, 4.66648, 1.56412], [-0.75407, 3.18985, 1.26574], [-0.43555, 2.10362, 1.00489], [-0.09167, 5.20895, 1.90583], [-1.52230, 5.08274, 0.49913], [-1.98676, 4.66122, 2.39610]], "lowdin_spin": [0.52, 0.00, 0.00, 0.00, 0.01, 0.08, 0.00, 0.14, 0.00, 0.08, 0.05, 0.00, 0.00, 0.00, 0.00, 0.00, 0.00, 0.00, 0.00, 0.00, 0.01, 0.00, 0.00, 0.00, 0.00, 0.00, 0.00, 0.00, 0.00, 0.00, 0.00, 0.00, 0.00, 0.03, 0.00, 0.00, 0.00, 0.00, 0.00, 0.00, 0.00, 0.01, 0.02, 0.02, 0.00, 0.01, 0.01], "homo_energy_ha": [-0.4572, -0.4540], "orbital_gap_ev": [8.4886, 5.5486], "lumo_ev": [-4.0, -6.8], "total_charge": 1, "spin_multiplicity": 2}

ii:
{"formula": "C12H22BIrN2O7P2", "method": "ωB97M-V/def2-TZVPD", "elements": ["Ir", "C", "N", "C", "C", "C", "C", "C", "C", "C", "C", "H", "H", "H", "H", "H", "H", "H", "H", "H", "H", "H", "H", "C", "C", "O", "P", "O", "O", "O", "P", "O", "O", "O", "H", "H", "H", "H", "H", "H", "H", "B", "C", "N", "H", "H", "H"], "positions_angstrom": [[-0.13146, 0.54784, -0.37696], [-2.27671, 2.59811, -0.07496], [-1.67146, 1.46713, 0.68015], [-2.76053, 0.49733, 0.98734], [-1.09830, 1.98192, 1.96492], [-0.03336, 1.03477, 2.41883], [0.22807, 0.65486, 3.71739], [1.31737, -0.17263, 3.97766], [2.14037, -0.61146, 2.94667], [1.85869, -0.27266, 1.63455], [0.75894, 0.54187, 1.36494], [-3.08234, 3.02174, 0.52684], [-2.68387, 2.21906, -1.01050], [-1.53126, 3.35871, -0.27812], [-3.51969, 1.00740, 1.58097], [-2.34855, -0.33333, 1.55716], [-3.19740, 0.13816, 0.06106], [-1.88918, 2.17482, 2.68991], [-0.62268, 2.93456, 1.71996], [-0.39576, 1.01256, 4.52674], [1.53356, -0.46483, 4.99642], [2.99116, -1.24193, 3.16727], [2.48720, -0.62413, 0.83117], [0.10343, -4.15160, -1.93051], [-0.06622, -2.65753, -2.16918], [-0.40378, -2.40429, -3.53346], [1.51631, -1.74181, -1.98509], [2.28898, -1.88629, -3.33704], [2.38312, -2.53489, -0.94295], [1.29731, -0.28833, -1.64177], [-1.25562, -1.86487, -1.01642], [-2.54530, -2.76626, -0.94332], [-0.53902, -1.58740, 0.28702], [-1.63954, -0.53333, -1.63844], [0.92724, -4.54770, -2.52335], [-0.81099, -4.65660, -2.24146], [0.30854, -4.36195, -0.88019], [-1.15828, -1.80131, -3.59428], [1.72569, -1.81547, -4.12427], [3.32861, -2.32759, -0.92559], [-2.49103, -3.56994, -0.40914], [2.15119, 4.44183, -1.05816], [1.25828, 3.19344, -0.97975], [0.55298, 2.27244, -0.86291], [2.50314, 4.59835, 0.09344], [3.05637, 4.18363, -1.80965], [1.43581, 5.33757, -1.44292]], "lowdin_spin": [0.60, 0.00, -0.01, 0.00, 0.01, 0.05, -0.01, 0.08, 0.00, 0.06, 0.01, 0.00, 0.00, 0.00, 0.00, 0.00, 0.00, 0.00, 0.00, 0.00, 0.00, 0.00, 0.00, 0.00, 0.00, 0.00, 0.00, 0.00, 0.00, 0.00, 0.00, 0.00, -0.01, 0.08, 0.00, 0.00, 0.00, 0.00, 0.00, 0.00, 0.00, 0.02, 0.05, 0.03, 0.02, 0.00, 0.01], "homo_energy_ha": [-0.4502, -0.4500], "orbital_gap_ev": [8.9633, 5.9789], "lumo_ev": [-3.3, -6.3], "total_charge": 1, "spin_multiplicity": 2}

Ordering by calculated energy gives the sequence i, ii, with the first entry being the most stable.